108
Properties=species:S:1:pos:R:3:mulliken_charge:R:1 method="wB97M-V/def2-TZVPD" homo_lumo_gap_ev=4.66 max_force_ev_per_a=2.41 charge=-1 energy_ev=-225907.1726 homo_energy_ev=-3.08
C 0.421 2.101 -3.875 -0.50
C -0.021 1.044 -4.632 -0.55
B 0.407 -0.478 -4.226 0.92
O 1.829 -0.733 -3.873 -0.63
C 1.894 -1.166 -2.543 -0.52
C 0.437 -1.686 -2.251 0.27
P -0.240 -1.573 -0.530 0.02
O 0.310 -0.104 0.003 -0.35
Br -2.469 -1.303 -0.879 -0.28
O -0.338 -0.710 -2.946 -0.60
H 1.448 2.457 -3.886 0.26
H -0.289 2.650 -3.249 0.10
H -0.688 1.209 -5.483 0.40
H 0.013 -1.385 -4.988 -0.39
H 2.642 -1.948 -2.390 -0.03
H 2.007 -0.240 -1.956 0.40
H 0.254 -2.629 -2.787 0.23
H 1.276 -0.128 -0.038 0.27
C 5.527 -2.603 0.070 -0.97
S 4.895 -4.074 -0.751 0.45
O 3.427 -3.917 -0.859 -0.55
C 5.211 -5.205 0.610 -0.80
H 5.380 -1.759 -0.600 0.33
H 4.977 -2.438 0.997 0.29
H 6.590 -2.731 0.273 0.37
H 4.682 -4.863 1.502 0.28
H 6.283 -5.256 0.802 0.41
H 4.846 -6.190 0.321 0.19
C -0.778 4.161 3.485 -0.71
S -0.029 2.714 2.729 0.42
O 1.146 3.191 1.939 -0.60
C -1.324 2.392 1.548 -0.06
H -0.084 4.551 4.229 0.30
H -0.961 4.917 2.720 0.27
H -1.708 3.866 3.965 0.21
H -1.456 3.271 0.915 0.30
H -2.244 2.156 2.072 0.11
H -1.017 1.544 0.938 -0.18
C 2.409 -8.252 1.705 -0.55
S 3.175 -9.650 0.882 0.50
O 4.389 -9.143 0.183 -0.62
C 1.892 -9.862 -0.361 -0.93
H 3.066 -7.922 2.507 0.02
H 2.262 -7.438 0.992 0.27
H 1.452 -8.559 2.128 0.37
H 1.786 -8.942 -0.935 0.29
H 0.954 -10.115 0.132 0.33
H 2.192 -10.676 -1.019 0.33
C 2.845 7.928 1.857 -0.71
S 2.273 7.093 3.334 0.55
O 3.042 7.614 4.503 -0.69
C 2.976 5.512 2.870 -0.86
H 2.552 8.974 1.911 0.31
H 3.931 7.853 1.786 0.32
H 2.373 7.471 0.995 0.17
H 4.054 5.615 2.739 0.44
H 2.505 5.172 1.950 0.24
H 2.770 4.792 3.658 0.26
C -5.463 3.588 -4.041 -0.93
S -4.668 2.390 -5.120 0.64
O -3.768 3.158 -6.021 -0.68
C -6.147 2.009 -6.073 -0.89
H -4.701 3.990 -3.376 0.31
H -5.892 4.391 -4.641 0.34
H -6.233 3.085 -3.457 0.31
H -6.528 2.920 -6.537 0.34
H -6.892 1.570 -5.410 0.26
H -5.870 1.292 -6.844 0.29
C -8.005 -1.487 -2.882 -0.98
S -6.334 -0.897 -2.565 0.44
O -6.281 0.478 -3.133 -0.52
C -5.505 -1.994 -3.715 -0.86
H -8.690 -0.892 -2.282 0.32
H -8.240 -1.366 -3.940 0.26
H -8.081 -2.536 -2.593 0.37
H -5.897 -1.835 -4.720 0.32
H -5.661 -3.026 -3.401 0.37
H -4.441 -1.759 -3.690 0.24
C 1.444 8.555 -3.423 -0.99
S 0.894 7.790 -1.893 0.47
O 1.700 8.394 -0.790 -0.61
C 1.582 6.166 -2.224 -0.89
H 1.147 9.601 -3.401 0.32
H 2.529 8.480 -3.499 0.30
H 0.967 8.056 -4.266 0.38
H 2.658 6.251 -2.380 0.35
H 1.100 5.739 -3.104 0.39
H 1.383 5.533 -1.361 0.25
C 5.875 -6.498 5.669 -0.96
S 5.231 -7.955 4.837 0.60
O 3.759 -7.782 4.722 -0.62
C 5.528 -9.093 6.195 -0.99
H 5.746 -5.648 5.002 0.30
H 5.321 -6.329 6.592 0.31
H 6.935 -6.641 5.879 0.37
H 4.997 -8.750 7.083 0.31
H 6.599 -9.151 6.389 0.36
H 5.157 -10.072 5.898 0.32
C -5.173 3.264 5.450 -1.00
S -4.409 1.814 4.713 0.35
O -3.240 2.294 3.926 -0.49
C -5.720 1.477 3.534 -1.00
H -4.485 3.663 6.193 0.32
H -5.357 4.012 4.678 0.31
H -6.106 2.975 5.933 0.41
H -5.866 2.345 2.891 0.31
H -6.638 1.241 4.073 0.40
H -5.417 0.622 2.933 0.33